## i
Entry from the Open Molecules 2025 dataset: one molecule with the formula C3H4S2 (ωB97M-V with the def2-TZVPD basis set).

Element x y z (Å)
S (-1.470, 1.088, -1.463)
S (0.463, 0.029, 2.155)
C (-0.743, 0.355, 1.024)
C (0.816, -0.320, -0.610)
C (-0.372, 0.336, -0.348)
H (-1.949, 0.366, 1.398)
H (0.982, -0.206, -1.629)
H (0.536, -1.477, -0.528)
H (1.737, -0.173, 0.002)

As for the HOMO energy: -9.1 eV. Its SMILES is CC(=S)C=S. For the LUMO energy, the calculation gives -0.08236 Ha. The calculation puts the frontier orbital gap at 6.854 eV.

From a Mulliken analysis of the wavefunction, the atomic charges in e read: number 1, S, carries -0.18; number 2, S, carries -0.20; number 3, C, carries -0.20; number 4, C, carries -1.15; number 5, C, carries 0.39; number 6, H, carries 0.28; number 7, H, carries 0.36; number 8, H, carries 0.31; number 9, H, carries 0.39

***

## ii
Entry from the Open Molecules 2025 dataset: one molecule with the formula C3H4S2 (ωB97M-V with the def2-TZVPD basis set).

Element x y z (Å)
S (-0.967, -1.625, -0.770)
S (-3.944, -0.122, 0.295)
C (0.484, -0.673, -0.206)
C (-2.376, 0.609, 1.097)
C (-2.230, -0.420, 0.298)
H (0.082, -0.396, 0.779)
H (1.490, -1.235, -0.112)
H (-2.043, 1.492, 1.546)
H (0.601, 0.125, -0.929)

As for the HOMO energy: -7.8 eV. Its SMILES is CSC1=CS1. For the LUMO energy, the calculation gives -0.00154 Ha. The calculation puts the frontier orbital gap at 7.780 eV.

From a Mulliken analysis of the wavefunction, the atomic charges in e read: number 1, S, carries -0.03; number 2, S, carries -0.24; number 3, C, carries -0.62; number 4, C, carries -0.24; number 5, C, carries -0.05; number 6, H, carries 0.18; number 7, H, carries 0.31; number 8, H, carries 0.43; number 9, H, carries 0.27

***

## iii
Entry from the Open Molecules 2025 dataset: a 2-piece molecular cluster, C3H4S2 overall (ωB97M-V with the def2-TZVPD basis set).

Element x y z (Å)
S (-2.079, -1.214, -0.295)
S (2.361, -0.540, -0.048)
C (1.044, -1.219, 0.416)
C (-0.828, -0.283, -0.036)
C (-0.454, 1.155, -0.154)
H (-0.697, 1.702, 0.628)
H (-0.916, 1.532, -1.170)
H (0.680, 1.081, -0.352)
H (0.890, -2.215, 1.012)

As for the HOMO energy: -7.8 eV. For the LUMO energy, the calculation gives -0.02079 Ha. The calculation puts the frontier orbital gap at 7.224 eV.

From a Mulliken analysis of the wavefunction, the atomic charges in e read: number 1, S, carries -0.25; number 2, S, carries -0.25; number 3, C, carries -0.06; number 4, C, carries 0.22; number 5, C, carries -0.62; number 6, H, carries 0.30; number 7, H, carries 0.23; number 8, H, carries 0.16; number 9, H, carries 0.27

***

## iv
Entry from the Open Molecules 2025 dataset: one molecule with the formula C3H4S2 (ωB97M-V with the def2-TZVPD basis set).

Element x y z (Å)
S (-1.883, 2.131, 1.061)
S (1.259, -0.935, 0.281)
C (-0.600, 1.281, 1.045)
C (0.387, 0.341, 1.204)
C (0.170, -0.880, -1.247)
H (0.431, -1.749, -1.769)
H (0.126, 0.178, -1.682)
H (0.980, 0.787, 2.027)
H (-0.872, -1.154, -0.921)

As for the HOMO energy: -7.8 eV. Its SMILES is CSC=C=S. For the LUMO energy, the calculation gives -0.00955 Ha. The calculation puts the frontier orbital gap at 7.510 eV.

From a Mulliken analysis of the wavefunction, the atomic charges in e read: number 1, S, carries -0.34; number 2, S, carries -0.01; number 3, C, carries 0.12; number 4, C, carries -0.07; number 5, C, carries -0.85; number 6, H, carries 0.34; number 7, H, carries 0.28; number 8, H, carries 0.24; number 9, H, carries 0.28

***

Which one sits at the bottom of the stability order? ii does.

***

## i
Entry from the Open Molecules 2025 dataset: one molecule with the formula C3H4S2 (ωB97M-V with the def2-TZVPD basis set).

Element x y z (Å)
S (-2.178, -0.145, 0.285)
S (0.262, -1.818, 0.319)
C (-1.140, -1.130, -0.696)
C (0.535, -0.033, 0.846)
C (-0.544, 0.473, -0.069)
H (1.457, 0.131, 0.318)
H (-0.248, 1.332, -0.583)
H (-1.311, -1.558, -1.659)
H (0.647, 0.272, 1.846)

As for the HOMO energy: -8.4 eV. Its SMILES is C1S[C@H]2S[C@@H]12. For the LUMO energy, the calculation gives 0.01977 Ha. The calculation puts the frontier orbital gap at 8.921 eV.

From a Mulliken analysis of the wavefunction, the atomic charges in e read: number 1, S, carries -0.14; number 2, S, carries -0.15; number 3, C, carries -0.29; number 4, C, carries -0.52; number 5, C, carries -0.48; number 6, H, carries 0.26; number 7, H, carries 0.46; number 8, H, carries 0.48; number 9, H, carries 0.39

***

## ii
Entry from the Open Molecules 2025 dataset: one molecule with the formula C3H4S2 (ωB97M-V with the def2-TZVPD basis set).

Element x y z (Å)
S (-1.028, -0.415, 2.005)
S (-1.566, 1.153, -0.331)
C (-0.293, 1.037, 1.047)
C (-0.403, -0.080, 0.212)
C (0.608, -0.730, -0.874)
H (0.981, 0.162, -1.436)
H (1.158, -1.482, -0.464)
H (0.077, -1.299, -1.580)
H (0.466, 1.654, 1.421)

As for the HOMO energy: -8.6 eV. Its SMILES is C[C@]12S[C@H]1S2. For the LUMO energy, the calculation gives 0.01107 Ha. The calculation puts the frontier orbital gap at 8.855 eV.

From a Mulliken analysis of the wavefunction, the atomic charges in e read: number 1, S, carries -0.15; number 2, S, carries -0.17; number 3, C, carries -0.49; number 4, C, carries 0.38; number 5, C, carries -1.00; number 6, H, carries 0.28; number 7, H, carries 0.38; number 8, H, carries 0.34; number 9, H, carries 0.43

***

Which one sits at the bottom of the stability order? ii does.

***

## i
Entry from the Open Molecules 2025 dataset: a 11-piece molecular cluster, H22O11 overall (ωB97M-V with the def2-TZVPD basis set).

Element x y z (Å)
O (-2.597, 2.714, 1.963)
O (3.123, -0.678, -1.697)
O (-4.833, -0.275, -1.446)
O (-2.370, -0.295, -2.378)
O (0.677, 0.113, 0.098)
O (0.796, -1.536, 2.130)
O (4.056, -1.016, 1.857)
O (-3.208, 0.821, 0.864)
O (5.123, -0.291, -1.658)
O (-3.661, -2.749, -0.067)
O (1.952, 3.706, -0.924)
H (2.072, 2.955, -0.332)
H (-0.064, -0.442, 0.366)
H (-4.006, 0.197, -1.595)
H (-3.973, -1.925, -0.459)
H (5.703, 0.473, -1.558)
H (-2.712, -2.615, 0.035)
H (-2.250, 0.837, 0.765)
H (1.611, 3.313, -1.735)
H (0.048, -2.083, 2.394)
H (-1.761, 2.814, 2.432)
H (3.662, -1.425, -1.413)
H (5.602, -1.007, -1.226)
H (2.317, -0.758, -1.173)
H (4.144, -1.255, 2.786)
H (-5.255, -0.287, -2.312)
H (-2.451, 0.662, -2.449)
H (1.390, -0.145, 0.692)
H (-3.173, 2.279, 2.601)
H (-1.927, -0.431, -1.533)
H (3.991, -0.054, 1.868)
H (-3.490, 0.094, 0.298)
H (1.464, -1.713, 2.802)

As for the HOMO energy: -9.8 eV. Its SMILES is O.O.O.O.O.O.O.O.O.O.O. For the LUMO energy, the calculation gives -0.01416 Ha. The calculation puts the frontier orbital gap at 9.366 eV.

From a Mulliken analysis of the wavefunction, the atomic charges in e read: number 1, O, carries -0.63; number 2, O, carries -0.56; number 3, O, carries -0.63; number 4, O, carries -0.64; number 5, O, carries -0.61; number 6, O, carries -0.57; number 7, O, carries -0.61; number 8, O, carries -0.59; number 9, O, carries -0.57; number 10, O, carries -0.61; number 11, O, carries -0.63; number 12, H, carries 0.31; number 13, H, carries 0.32; number 14, H, carries 0.27; number 15, H, carries 0.40; number 16, H, carries 0.26; number 17, H, carries 0.29; number 18, H, carries 0.32; number 19, H, carries 0.32; number 20, H, carries 0.27; number 21, H, carries 0.30; number 22, H, carries 0.30; number 23, H, carries 0.29; number 24, H, carries 0.30; number 25, H, carries 0.29; number 26, H, carries 0.30; number 27, H, carries 0.39; number 28, H, carries 0.30; number 29, H, carries 0.32; number 30, H, carries 0.26; number 31, H, carries 0.33; number 32, H, carries 0.24; number 33, H, carries 0.27

***

## ii
Entry from the Open Molecules 2025 dataset: a 11-piece molecular cluster, H22O11 overall (ωB97M-V with the def2-TZVPD basis set).

Element x y z (Å)
O (2.927, 2.379, -2.360)
O (0.291, 0.158, 3.223)
O (-3.669, -0.061, 0.157)
O (-0.780, 3.194, -1.432)
O (-1.360, -4.215, -1.420)
O (-4.934, 0.563, -2.319)
O (3.710, -0.291, -1.437)
O (-1.190, -2.382, 1.599)
O (2.567, 2.597, 2.216)
O (-0.029, 0.524, -0.584)
O (2.942, -2.856, 1.471)
H (-0.464, 0.099, -1.322)
H (2.458, 2.374, -1.546)
H (0.222, 0.760, 4.056)
H (2.781, -2.215, 2.084)
H (1.685, 2.905, 2.666)
H (-3.694, 0.424, 1.006)
H (-1.038, 3.708, -2.186)
H (-1.045, -3.426, -0.940)
H (-4.220, -0.782, 0.282)
H (-1.417, -2.315, 0.621)
H (2.772, -0.080, -1.408)
H (4.117, -0.141, -2.249)
H (0.051, 2.824, -1.777)
H (-0.596, -4.757, -1.849)
H (-4.294, -0.117, -2.043)
H (3.687, 2.855, -2.302)
H (2.807, 1.986, 2.899)
H (-0.594, 0.213, 0.189)
H (2.106, -3.127, 1.072)
H (-5.396, 0.630, -1.558)
H (1.219, 0.325, 3.015)
H (-1.622, -1.755, 2.174)

As for the HOMO energy: -10.7 eV. Its SMILES is O.O.O.O.O.O.O.O.O.O.O. For the LUMO energy, the calculation gives -0.01217 Ha. The calculation puts the frontier orbital gap at 10.357 eV.

From a Mulliken analysis of the wavefunction, the atomic charges in e read: number 1, O, carries -0.59; number 2, O, carries -0.58; number 3, O, carries -0.62; number 4, O, carries -0.59; number 5, O, carries -0.62; number 6, O, carries -0.59; number 7, O, carries -0.60; number 8, O, carries -0.53; number 9, O, carries -0.60; number 10, O, carries -0.53; number 11, O, carries -0.60; number 12, H, carries 0.31; number 13, H, carries 0.31; number 14, H, carries 0.32; number 15, H, carries 0.28; number 16, H, carries 0.33; number 17, H, carries 0.29; number 18, H, carries 0.30; number 19, H, carries 0.30; number 20, H, carries 0.32; number 21, H, carries 0.24; number 22, H, carries 0.31; number 23, H, carries 0.29; number 24, H, carries 0.29; number 25, H, carries 0.34; number 26, H, carries 0.31; number 27, H, carries 0.28; number 28, H, carries 0.27; number 29, H, carries 0.22; number 30, H, carries 0.31; number 31, H, carries 0.29; number 32, H, carries 0.28; number 33, H, carries 0.27

***

## iii
Entry from the Open Molecules 2025 dataset: a 11-piece molecular cluster, H22O11 overall (ωB97M-V with the def2-TZVPD basis set).

Element x y z (Å)
O (-39.329, 15.705, 63.595)
O (-38.326, 18.048, 67.445)
O (-35.458, 14.288, 63.738)
O (-39.079, 17.986, 64.795)
O (-36.909, 16.699, 69.430)
O (-37.109, 13.000, 65.917)
O (-37.141, 16.169, 65.758)
O (-36.895, 13.869, 68.653)
O (-37.404, 17.678, 63.200)
O (-35.452, 15.436, 67.710)
O (-38.975, 15.004, 68.477)
H (-37.335, 17.191, 64.066)
H (-37.708, 17.603, 68.066)
H (-37.802, 17.162, 62.633)
H (-38.800, 18.583, 64.089)
H (-36.063, 16.638, 69.274)
H (-34.822, 14.981, 63.791)
H (-36.944, 13.306, 66.716)
H (-39.469, 16.511, 64.176)
H (-36.150, 14.467, 68.684)
H (-37.918, 18.870, 67.279)
H (-38.417, 17.971, 65.527)
H (-38.656, 15.934, 68.479)
H (-39.820, 15.800, 62.884)
H (-34.919, 16.117, 68.051)
H (-34.819, 14.873, 67.275)
H (-36.791, 12.184, 65.862)
H (-36.265, 16.377, 66.292)
H (-37.635, 15.343, 66.158)
H (-37.127, 16.317, 70.266)
H (-36.268, 14.732, 64.003)
H (-39.696, 14.888, 68.983)
H (-37.655, 14.459, 68.562)

As for the HOMO energy: -9.8 eV. Its SMILES is O.O.O.O.O.O.O.O.O.O.O. For the LUMO energy, the calculation gives -0.02489 Ha. The calculation puts the frontier orbital gap at 9.088 eV.

From a Mulliken analysis of the wavefunction, the atomic charges in e read: number 1, O, carries -0.63; number 2, O, carries -0.66; number 3, O, carries -0.63; number 4, O, carries -0.71; number 5, O, carries -0.62; number 6, O, carries -0.49; number 7, O, carries -0.33; number 8, O, carries -0.85; number 9, O, carries -0.68; number 10, O, carries -0.64; number 11, O, carries -0.56; number 12, H, carries 0.38; number 13, H, carries 0.39; number 14, H, carries 0.31; number 15, H, carries 0.41; number 16, H, carries 0.21; number 17, H, carries 0.29; number 18, H, carries 0.28; number 19, H, carries 0.40; number 20, H, carries 0.39; number 21, H, carries 0.31; number 22, H, carries 0.38; number 23, H, carries 0.28; number 24, H, carries 0.22; number 25, H, carries 0.28; number 26, H, carries 0.27; number 27, H, carries 0.23; number 28, H, carries 0.25; number 29, H, carries 0.14; number 30, H, carries 0.27; number 31, H, carries 0.34; number 32, H, carries 0.25; number 33, H, carries 0.51

***

## iv
Entry from the Open Molecules 2025 dataset: H22O11 as an isolated structure (ωB97M-V with the def2-TZVPD basis set).

Element x y z (Å)
O (1.930, -1.428, -1.271)
O (-0.435, 2.523, -1.697)
O (2.163, 0.913, -1.807)
O (-0.833, -1.560, 1.963)
O (0.351, -0.402, -0.039)
O (0.017, 0.199, -2.255)
O (0.252, 1.417, 1.497)
O (-0.419, 0.269, 3.094)
O (1.151, -0.677, 1.941)
O (-1.554, 1.407, 0.337)
O (-1.047, -1.984, -1.696)
H (-0.014, -0.379, 2.518)
H (1.062, -0.879, 1.009)
H (-2.155, 2.109, 0.588)
H (-0.091, 0.517, -3.151)
H (1.856, 1.296, -2.629)
H (-0.592, 1.615, 1.091)
H (0.045, 0.783, 2.183)
H (-0.249, -0.155, 0.664)
H (-0.915, -1.555, -0.850)
H (-1.621, -1.390, -2.179)
H (-2.054, 0.603, 0.477)
H (-0.620, -0.510, -2.173)
H (-0.951, 2.015, -1.070)
H (1.147, -0.962, -0.977)
H (1.477, 0.293, -1.559)
H (-0.410, -0.140, 3.960)
H (2.096, -0.611, 2.083)
H (-0.180, 1.888, -2.367)
H (-1.695, -1.869, 1.686)
H (-0.364, -2.353, 2.221)
H (0.004, 0.035, -0.816)
H (2.646, -1.029, -0.776)

As for the HOMO energy: -8.3 eV. For the LUMO energy, the calculation gives -0.02518 Ha. The calculation puts the frontier orbital gap at 7.585 eV.

From a Mulliken analysis of the wavefunction, the atomic charges in e read: number 1, O, carries -0.80; number 2, O, carries -0.67; number 3, O, carries -0.67; number 4, O, carries -0.45; number 5, O, carries -0.43; number 6, O, carries -0.70; number 7, O, carries -0.93; number 8, O, carries -0.53; number 9, O, carries -0.66; number 10, O, carries -0.64; number 11, O, carries -0.68; number 12, H, carries -0.02; number 13, H, carries 0.37; number 14, H, carries 0.37; number 15, H, carries 0.51; number 16, H, carries 0.21; number 17, H, carries 0.48; number 18, H, carries 0.58; number 19, H, carries -0.06; number 20, H, carries 0.42; number 21, H, carries 0.38; number 22, H, carries 0.19; number 23, H, carries -0.39; number 24, H, carries 0.40; number 25, H, carries 0.51; number 26, H, carries 0.04; number 27, H, carries 0.31; number 28, H, carries 0.25; number 29, H, carries 0.31; number 30, H, carries 0.24; number 31, H, carries 0.29; number 32, H, carries 1.42; number 33, H, carries 0.36

***

Which one sits at the bottom of the stability order? iv does.